ORCA calculation (wB97M-V/def2-TZVPD) on a structure of composition C26H40BF4NP2Pd.

Each line ends with the Mulliken charge.
Geometry (Å):
Pd -0.053 0.077 0.276  -1.177
C -1.807 3.783 1.372  -1.566
C -0.295 3.701 1.137  0.599
C 0.444 3.329 2.425  -1.501
P 0.018 2.407 -0.140  1.401
C -0.738 3.048 -1.717  0.387
C -0.400 2.073 -2.848  -1.463
C -0.311 4.468 -2.066  -1.527
C 1.808 2.448 -0.476  -0.666
C 2.588 3.589 -0.331  -0.082
C 3.963 3.569 -0.522  0.453
C 4.786 4.821 -0.374  -1.685
C 4.553 2.341 -0.814  -0.809
C 3.800 1.194 -0.968  -0.543
C 2.401 1.224 -0.845  0.330
N 1.604 0.110 -1.010  0.326
C 1.873 -0.982 -1.796  -0.074
C 2.742 -0.929 -2.902  -0.563
C 2.976 -2.044 -3.683  -1.116
C 2.368 -3.268 -3.412  0.244
C 2.586 -4.471 -4.291  -1.609
C 1.506 -3.325 -2.327  -0.170
C 1.226 -2.212 -1.542  -0.364
P 0.034 -2.257 -0.166  1.845
C 0.503 -3.749 0.816  0.646
C -0.535 -4.013 1.910  -1.584
C 1.890 -3.532 1.422  -1.594
C -1.622 -2.690 -0.904  0.408
C -2.109 -1.511 -1.755  -1.455
C -1.708 -3.996 -1.682  -1.725
H -2.030 4.510 2.154  0.468
H -2.189 2.813 1.700  0.290
H -2.342 4.085 0.470  0.349
H 0.062 4.663 0.766  0.474
H 0.076 2.381 2.823  0.219
H 0.282 4.095 3.185  0.501
H 1.517 3.230 2.261  0.271
H -1.822 3.032 -1.557  0.707
H 0.662 2.129 -3.094  0.256
H -0.971 2.315 -3.746  0.594
H -0.625 1.045 -2.560  0.037
H 0.767 4.522 -2.224  0.284
H -0.588 5.185 -1.291  0.330
H -0.802 4.775 -2.991  0.484
H 2.123 4.525 -0.043  0.275
H 4.162 5.710 -0.451  0.373
H 5.556 4.871 -1.145  0.401
H 5.290 4.846 0.595  0.324
H 5.632 2.286 -0.896  0.416
H 4.286 0.245 -1.150  0.660
H 3.215 0.009 -3.156  0.592
H 3.655 -1.969 -4.525  0.353
H 3.499 -4.371 -4.876  0.384
H 1.756 -4.587 -4.993  0.287
H 2.647 -5.385 -3.700  0.362
H 1.045 -4.277 -2.090  0.432
H 0.537 -4.593 0.122  0.539
H -0.619 -3.151 2.578  0.344
H -0.226 -4.870 2.509  0.486
H -1.520 -4.234 1.498  0.306
H 1.875 -2.684 2.110  0.258
H 2.639 -3.344 0.652  0.323
H 2.191 -4.417 1.985  0.492
H -2.272 -2.764 -0.025  0.635
H -1.458 -1.371 -2.621  0.211
H -2.117 -0.587 -1.170  0.214
H -3.124 -1.691 -2.115  0.588
H -1.130 -3.943 -2.605  0.380
H -2.749 -4.182 -1.950  0.488
H -1.359 -4.847 -1.096  0.339
F 1.083 -0.021 4.405  -0.377
B -0.212 -0.257 3.979  0.333
F -0.240 0.044 2.523  -0.317
F -1.127 0.598 4.572  -0.347
F -0.572 -1.597 4.096  -0.382

Results
total energy	-2304.6633	Ha
LUMO	-1.44	eV
Kohn-Sham gap	5.89	eV
charge	0
HOMO	-0.26906	Ha